1.
Computed, not measured: a structure of composition C5H9NO, with ωB97M-V/def2-TZVPD.

E = -325.88361 hartree
Highest occupied orbital energy = -10.0 eV
Kohn-Sham gap = 10.91 eV

CARTESIAN COORDINATES (ANGSTROEM)
C -1.0211 -0.3459 1.2258
C -0.1734 -0.0479 -0.0204
C -0.1969 -1.2195 -0.9968
C -0.3246 1.3381 -0.6880
O 1.0718 1.6416 -0.4267
C 1.2357 0.4548 0.2418
N 2.2313 -0.0051 0.8507
H -0.4181 -0.3082 2.1377
H -1.8470 0.3651 1.3374
H -1.4540 -1.3510 1.1657
H 0.2298 -2.1035 -0.5136
H -1.2287 -1.4526 -1.2875
H 0.3863 -1.0097 -1.8988
H -0.9765 2.0495 -0.1722
H -0.5275 1.3429 -1.7632
H 3.0128 0.6515 0.8082

Force components x, y, z for each atom (eV/Å):
-0.0584 -0.0306 0.1138
-0.0518 -0.0187 0.0003
0.0199 -0.0725 -0.0660
-0.3413 0.0575 -0.1302
0.1115 0.0301 0.0413
0.2662 -0.2709 0.2420
-0.2388 0.2516 -0.2110
-0.0458 0.0278 -0.1453
0.1384 -0.0890 -0.0516
0.0659 0.2038 0.0109
-0.0452 0.0921 -0.0649
0.1690 0.0694 0.0280
-0.0651 -0.0093 0.0964
0.0900 -0.1158 -0.0422
0.0161 -0.0316 0.1509
-0.0305 -0.0939 0.0275


2.
Computed, not measured: a cluster of 3 separate species, CH4N2O3 in total in a non-equilibrium geometry, with ωB97M-V/def2-TZVPD.

E = -375.58689 hartree
Highest occupied orbital energy (alpha / beta) = -9.2 / -9.2 eV
Kohn-Sham gap (alpha / beta) = 9.27 / 9.29 eV

CARTESIAN COORDINATES (ANGSTROEM)
C -1.2250 1.0907 -0.0554
N -0.9347 1.3962 1.0595
N 0.4963 -1.5251 -1.1815
O -1.6401 0.7406 -1.0936
O -0.1336 -1.3351 -2.2676
O 1.3844 -0.3162 1.3314
H 1.7341 -0.7496 2.1805
H -0.1843 2.0061 1.4354
H -0.4056 -0.3731 -2.1770
H 0.9086 -0.9345 0.7683

Force components x, y, z for each atom (eV/Å):
-0.0584 0.2946 0.1354
0.8143 1.0247 0.7781
0.3165 -0.8544 0.3695
0.1236 -0.1476 -0.3611
-0.0015 1.4686 0.3060
1.1727 -0.1629 2.1701
-1.0748 0.5985 -2.2981
-0.9427 -1.0619 -0.6191
-0.5122 -0.7675 -0.7051
0.1625 -0.3921 0.2242


3.
Computed, not measured: a structure of composition C17H33Br3O8S4 in a non-equilibrium geometry, with ωB97M-V/def2-TZVPD.

E = -10584.19356 hartree
Highest occupied orbital energy = -9.9 eV
Kohn-Sham gap = 9.64 eV

CARTESIAN COORDINATES (ANGSTROEM)
C -1.7576 3.5037 4.6385
Br -1.1859 1.9208 3.6200
Br -1.3377 3.3748 6.5260
Br -3.7056 3.6498 4.4130
H -1.1931 4.3489 4.2745
C -3.0781 1.7024 -0.9810
C -1.6340 1.8702 -1.4925
C -0.8204 0.6483 -1.0659
S -1.7754 -0.2202 0.2179
O -0.9603 -0.4012 1.4133
O -2.4850 -1.3415 -0.3700
C -2.9920 1.1407 0.4425
H -3.6494 0.9652 -1.5516
H -3.6256 2.6430 -1.0261
H -1.1944 2.8015 -1.1327
H -1.6550 2.0209 -2.5716
H 0.0799 0.9967 -0.5590
H -0.5396 -0.0322 -1.8645
H -2.4618 1.8862 1.0297
H -3.8550 0.6467 0.8745
C -4.1530 -5.5910 -0.5966
C -3.0671 -4.6691 -0.1542
C -2.4031 -5.3897 1.0125
S -2.2658 -7.1165 0.5065
O -2.7480 -7.9441 1.6154
O -0.9611 -7.3455 -0.0795
C -3.5101 -6.9812 -0.8087
H -4.7056 -5.3045 -1.4920
H -4.9131 -5.6980 0.1854
H -3.4949 -3.7242 0.1750
H -2.3141 -4.5425 -0.9347
H -3.0071 -5.4056 1.9212
H -1.4068 -5.0794 1.3275
H -4.0999 -7.8929 -0.7438
H -2.9421 -6.9672 -1.7394
C 3.1980 1.8038 3.9791
C 3.1098 0.3411 3.5259
C 2.1798 0.3640 2.3372
S 2.5635 1.8828 1.3894
O 1.3374 2.5563 1.0086
O 3.5431 1.6004 0.3559
C 3.3857 2.7233 2.7766
H 4.0264 1.9473 4.6727
H 2.2648 2.0402 4.4938
H 2.7030 -0.3662 4.2483
H 4.0805 -0.0852 3.2535
H 1.1563 0.4148 2.7222
H 2.0925 -0.4698 1.6397
H 2.9768 3.7274 2.8621
H 4.4197 2.8465 2.4543
C 3.7120 3.1577 -4.4365
C 3.7565 2.9066 -2.9366
C 2.8715 1.6866 -2.5990
S 1.7020 1.4547 -3.9909
O 0.3313 1.7891 -3.6070
O 2.0065 0.1707 -4.6010
C 2.3176 2.8545 -5.0041
H 4.4765 2.6185 -4.9968
H 3.9420 4.2107 -4.6207
H 3.3826 3.7128 -2.3110
H 4.7659 2.6456 -2.6232
H 2.2491 1.9291 -1.7415
H 3.3627 0.7383 -2.4084
H 1.6887 3.7243 -4.8165
H 2.2155 2.6009 -6.0554

Force components x, y, z for each atom (eV/Å):
-0.4483 -1.0720 0.1320
0.0003 0.6041 0.4625
0.0407 -0.0604 -0.3057
0.8335 0.3393 -0.0159
-0.4018 0.1630 -0.2571
-0.4737 -0.4969 0.3197
-0.8910 0.0309 -0.5536
0.4561 0.2912 0.5058
-0.1627 1.0174 -0.2889
-0.4014 -0.1451 -0.4763
0.3379 0.1518 0.3526
1.4457 -0.3709 -0.7485
0.2020 0.1540 -0.3895
-0.0032 0.0110 0.1374
0.0302 -0.1694 0.4520
0.0834 -0.4040 0.0838
0.0697 -0.2295 0.0075
-0.2631 -0.0980 -0.0211
-0.3643 -0.1481 0.6772
-0.2158 0.4396 0.1564
-1.2305 -1.7842 -0.1666
0.5982 0.2470 0.5941
0.3068 -0.3080 0.6281
-0.3087 0.1466 0.8680
0.4460 0.4778 -1.2396
-0.4041 -0.1488 0.1797
0.6425 0.1256 0.0230
0.2580 0.2083 -0.0665
0.0828 0.1689 0.0665
0.3777 0.2022 -0.2332
-0.1861 0.3748 -0.0725
-0.2341 0.0348 -0.1683
0.0174 0.1932 -0.3775
-0.3694 0.2766 -0.0536
0.0216 -0.1840 0.0103
0.1340 -0.0714 0.5887
0.5897 -0.5805 -0.7935
-1.0693 0.1629 -0.5610
-0.2825 -0.5415 0.4861
0.3138 -0.0630 0.0111
-0.2474 0.0381 0.4305
0.0155 -0.0858 -0.6979
-0.1238 0.0187 0.1169
0.0470 0.1691 0.0175
-0.0378 0.4056 0.3520
0.0952 0.3312 -0.0475
0.0090 0.6274 -0.2378
0.7256 -0.0611 0.0219
-0.2817 -0.1149 0.1659
0.0743 -0.2725 0.1311
0.1155 0.7350 -1.0569
-0.1506 -1.5251 0.4137
-1.0437 0.4356 -0.1554
0.1566 0.4400 0.0329
1.0285 -0.5245 -0.2506
-0.3511 0.7866 0.1018
0.0536 -0.0749 0.8133
-0.0013 -0.3335 0.3051
-0.0417 -0.0330 -0.0725
0.1723 0.3779 -0.3462
0.0741 0.3654 0.0515
-0.0351 -0.2068 0.0362
0.1655 0.0186 -0.2442
-0.3585 -0.2834 0.1774
0.3619 -0.1792 -0.0121


4.
Computed, not measured: an isolated molecule of C9H13BN2 in a non-equilibrium geometry, with ωB97M-V/def2-TZVPD.

E = -484.99805 hartree
Highest occupied orbital energy = -8.7 eV
SMILES = C=CCCNBc1ccccn1
Kohn-Sham gap = 9.42 eV

CARTESIAN COORDINATES (ANGSTROEM)
C -3.1521 -1.2905 1.3528
C -3.5828 -0.5871 0.2502
C -2.6742 0.0849 -0.8095
C -1.8522 1.2508 -0.2727
N -0.5342 0.8146 -0.1220
B -0.0161 -0.5321 0.0472
C 1.5959 -0.5264 -0.0927
C 2.4730 -0.7399 -1.1895
C 3.7094 -0.0862 -0.9715
C 4.0094 0.5332 0.2214
C 3.1445 0.6606 1.2852
N 1.9218 0.1408 1.0446
H -2.0868 -1.1062 1.4787
H -3.6682 -2.0854 1.9399
H -4.5895 -0.7251 -0.0782
H -2.0116 -0.5803 -1.0856
H -3.3053 0.2809 -1.5943
H -1.9978 2.0495 -1.0347
H -2.1971 1.6609 0.7726
H 0.2334 1.4176 -0.4456
H -0.4158 -1.3602 0.8117
H 2.1993 -1.4687 -1.9683
H 4.3799 0.0384 -1.8372
H 5.0829 1.0141 0.0971
H 3.3340 1.1417 2.2003

Force components x, y, z for each atom (eV/Å):
0.1225 1.2943 -2.2766
0.6760 -2.2232 1.3132
-3.2091 1.9939 5.0880
-2.1939 1.6662 0.9726
3.3585 -2.0136 -1.1306
1.3212 1.7203 1.4289
-0.5851 0.6698 -0.2029
0.2856 0.3314 2.4256
-1.2126 -1.0263 -1.8893
4.0179 1.9733 -0.9730
-1.3507 -1.9309 -2.8012
0.4354 0.0567 0.5924
-0.2877 -0.5834 0.8379
0.1362 1.2580 -0.5052
-0.7661 0.0351 -0.0733
3.1349 -3.5662 -1.7003
-1.2742 1.0249 -1.9921
0.7003 -0.0830 0.7376
-0.0055 -0.7010 -2.0256
-0.9264 -0.0346 0.2115
-0.6542 -0.1965 -0.9339
0.2991 0.9766 0.0214
0.0146 -0.3907 0.7221
-2.2685 -0.7080 1.1727
0.2319 0.4568 0.9799


5.
Computed, not measured: a structure of composition C15H41N5ORhSi4Te, with ωB97M-V/def2-TZVPD.

Charge = +1
E = -2481.57301 hartree
Highest occupied orbital energy (alpha / beta) = -9.5 / -10.8 eV
2S+1 = 5
Expectation value of S² = 6.015
Kohn-Sham gap (alpha / beta) = 7.22 / 6.21 eV

CARTESIAN COORDINATES (ANGSTROEM)
Rh 0.8761 -0.8575 -2.6413
C 2.9968 3.3743 -1.1492
N 3.6776 2.1103 -0.9184
C 5.0785 2.1509 -0.5139
C 3.0504 0.9607 -1.2683
N 1.9573 0.8949 -1.9420
N 3.6706 -0.1844 -0.7693
C 3.5389 -1.5138 -1.1226
N 4.4773 -2.3051 -0.5384
N 2.6328 -1.9571 -1.9193
H 3.4624 4.1397 -0.5340
H 1.9512 3.3010 -0.8499
H 3.0467 3.6875 -2.1962
H 5.2009 2.0242 0.5663
H 5.4889 3.1208 -0.7822
H 5.6597 1.3955 -1.0408
H 1.6431 1.7845 -2.3080
H 4.2739 -0.0148 0.0172
H 5.2624 -1.9376 -0.0339
H 4.3730 -3.3036 -0.5695
H 2.7496 -2.9442 -2.1152
C -1.0574 2.4610 -0.7570
Si -2.3745 1.6832 0.3312
C -4.0487 1.7580 -0.4970
C -2.4181 2.5530 1.9903
Si -1.8052 -0.5619 0.7406
Te -1.4245 -1.5378 -1.5648
Si -3.5724 -1.8745 1.5614
C -4.2239 -1.0812 3.1293
C -2.9037 -3.5901 1.9162
C -4.9235 -1.9759 0.2727
Si 0.1467 -0.7261 2.0318
C 1.0586 -2.2996 1.5696
C -0.3266 -0.7569 3.8434
C 1.2601 0.7550 1.7259
H -1.3164 3.4949 -0.9995
H -0.9270 1.9169 -1.6954
H -0.1036 2.4619 -0.2249
H -4.3158 2.7936 -0.7205
H -4.8244 1.3447 0.1506
H -4.0552 1.1976 -1.4339
H -2.7083 3.5987 1.8642
H -1.4402 2.5319 2.4760
H -3.1384 2.0846 2.6644
H -3.4359 -0.9397 3.8721
H -5.0011 -1.7028 3.5796
H -4.6646 -0.1050 2.9132
H -2.1289 -3.5787 2.6854
H -2.4771 -4.0293 1.0109
H -3.7048 -4.2489 2.2591
H -5.3130 -0.9892 0.0153
H -5.7543 -2.5774 0.6488
H -4.5577 -2.4423 -0.6438
H 0.4362 -3.1800 1.7420
H 1.9682 -2.4105 2.1666
H 1.3288 -2.2824 0.5105
H -0.9414 -1.6256 4.0864
H -0.8881 0.1398 4.1159
H 0.5676 -0.7926 4.4703
H 1.4079 0.8922 0.6547
H 2.2345 0.6258 2.2059
H 0.8137 1.6682 2.1256
C 0.9421 -0.6935 -6.0117
C 0.5071 -0.1805 -4.6752
O -0.1589 0.8004 -4.5002
H 0.4786 -0.1299 -6.8225
H 0.6859 -1.7504 -6.0815
H 2.0293 -0.6249 -6.0729

Force components x, y, z for each atom (eV/Å):
0.1733 0.2864 -0.4925
-0.0401 0.0373 0.0162
0.0140 -0.0109 -0.0068
-0.0278 0.0101 0.0126
0.0327 0.0254 -0.0358
-0.0632 -0.1004 0.0624
-0.0075 0.0603 0.0514
0.1047 -0.0815 -0.0229
-0.0626 -0.0643 0.0311
-0.1445 0.0063 0.1100
0.0131 -0.0011 -0.0077
0.0080 -0.0069 0.0009
0.0195 -0.0037 0.0004
0.0047 0.0006 -0.0061
0.0055 0.0006 -0.0003
0.0119 0.0041 -0.0017
0.0448 -0.0011 0.0247
0.0011 -0.0231 0.0069
0.0192 0.0297 -0.0185
0.0145 0.0297 -0.0098
0.0044 0.0339 -0.0050
0.0133 0.0150 0.0016
-0.0111 0.0310 -0.1002
0.0070 0.0076 0.0123
-0.0082 -0.0398 0.0190
-0.0294 -0.0147 -0.0295
-0.0194 -0.0415 0.1200
-0.0200 -0.0234 0.0930
0.0225 0.0483 -0.0117
0.0140 0.0066 -0.0456
0.0178 0.0258 -0.0297
0.0883 -0.0859 0.0173
0.0108 0.0192 -0.0005
-0.0751 0.0111 -0.0124
-0.0023 0.0286 -0.0278
-0.0175 0.0044 0.0288
-0.0171 -0.0238 0.0009
0.0075 0.0062 -0.0193
-0.0088 0.0000 -0.0074
-0.0055 0.0158 -0.0125
-0.0137 0.0030 -0.0058
-0.0007 0.0068 0.0045
-0.0110 0.0147 0.0155
0.0050 0.0171 0.0073
-0.0195 -0.0004 -0.0052
-0.0061 -0.0079 -0.0037
-0.0020 0.0004 0.0261
0.0026 0.0108 0.0059
0.0032 -0.0208 0.0163
-0.0031 -0.0030 0.0048
-0.0017 -0.0219 0.0032
-0.0025 -0.0107 -0.0009
-0.0255 -0.0094 -0.0099
-0.0030 -0.0016 -0.0069
0.0100 -0.0011 -0.0153
0.0102 -0.0178 -0.0015
0.0021 0.0009 0.0089
-0.0044 -0.0109 0.0190
0.0100 -0.0061 -0.0022
0.0177 0.0272 -0.0322
-0.0075 -0.0315 0.0167
0.0084 0.0029 -0.0124
-0.0153 -0.0620 -0.1435
0.0325 -0.3179 0.3173
-0.1061 0.1986 0.0717
0.0227 0.0097 0.0148
-0.0014 -0.0038 -0.0154
0.0066 0.0128 0.0166